Entry 1:
A molecular structure, Cl13Ni2O52. Source: the Open Molecules 2025 dataset; level of theory: ωB97M-V with the def2-TZVPD basis set.

Calculated values
spin multiplicity	5
Kohn-Sham gap	3.524	eV
HOMO energy	10.07	eV
expectation value of S²	6.00
total charge	-9

Geometry (Å):
Ni1 1.602 1.826 -1.531
Ni2 -2.886 -2.801 -1.054
Cl1 5.528 -2.060 1.741
Cl2 -3.555 -2.826 2.638
Cl3 -0.509 2.360 -4.362
Cl4 4.275 3.960 -2.440
Cl5 -5.089 -4.764 -1.394
Cl6 -2.516 -2.790 -4.746
Cl7 -4.374 0.578 -1.055
Cl8 4.506 -0.233 -3.298
Cl9 -2.131 1.210 5.335
Cl10 2.832 2.294 1.934
Cl11 2.114 -0.927 5.689
Cl12 0.052 -0.858 0.065
Cl13 -0.842 4.092 0.292
O1 -0.264 5.150 1.048
O2 -3.774 1.863 -1.296
O3 4.739 -1.131 1.011
O4 3.037 3.672 1.723
O5 -2.206 -2.863 -3.340
O6 1.320 -1.308 0.603
O7 -1.057 2.095 5.039
O8 3.256 0.380 -2.836
O9 0.702 1.997 -3.675
O10 -4.107 -4.091 3.043
O11 1.470 -1.545 4.603
O12 -5.634 -5.428 -2.573
O13 -5.012 -3.355 -1.744
O14 2.949 3.575 -2.051
O15 -4.336 -1.741 3.158
O16 -2.934 -4.081 -5.180
O17 -1.854 4.633 -0.501
O18 -3.800 -5.094 -0.964
O19 4.446 5.367 -2.289
O20 -3.004 1.709 6.321
O21 -1.095 1.202 -4.974
O22 0.413 -0.125 -1.137
O23 -6.059 -4.819 -0.383
O24 -0.699 -0.044 0.948
O25 -1.561 -0.035 5.744
O26 -2.224 -2.740 3.107
O27 1.727 2.029 2.802
O28 -1.446 2.875 -3.366
O29 4.023 1.776 2.566
O30 -2.795 1.103 4.146
O31 5.675 -3.460 1.226
O32 -3.586 -1.906 -4.903
O33 1.427 -1.225 6.900
O34 -0.862 -1.925 -0.343
O35 0.098 3.359 -0.481
O36 -4.653 0.497 0.357
O37 2.620 1.663 0.627
O38 4.484 -1.703 -3.330
O39 -0.302 3.388 -5.326
O40 5.572 0.287 -2.431
O41 6.835 -1.423 1.823
O42 -1.428 -2.245 -5.552
O43 5.218 -2.132 3.157
O44 4.489 3.593 -3.772
O45 4.811 0.282 -4.635
O46 -3.608 -0.564 -1.303
O47 3.415 -1.515 5.735
O48 2.200 0.512 5.606
O49 -5.673 0.460 -1.710
O50 -1.500 3.306 1.268
O51 -3.569 -2.691 1.184
O52 5.108 3.354 -1.462

---

Entry 2:
2 unconnected molecules or ions with the total composition C2H10N2S2. Source: the Open Molecules 2025 dataset; level of theory: ωB97M-V with the def2-TZVPD basis set.

Calculated values
structure (SMILES)	CSS.NCN
energy relative to the best compared isomer or geometry (same formula, charge and spin)	71.0	kJ/mol
Kohn-Sham gap	9.741	eV
HOMO energy	-9.15	eV
total charge	0

Geometry (Å):
S1 3.533 0.785 -0.113
S2 3.258 -1.260 -0.326
N1 -2.698 0.236 -0.647
N2 -0.867 -0.883 0.776
C1 -1.617 -0.773 -0.519
C2 1.765 1.337 0.484
H1 -3.238 0.240 0.202
H2 -2.209 1.120 -0.470
H3 -1.235 -1.573 1.383
H4 0.981 1.204 -0.354
H5 1.449 0.754 1.375
H6 2.807 -1.328 -1.592
H7 -2.113 -1.709 -0.712
H8 -0.887 -0.566 -1.323
H9 1.873 2.380 0.701
H10 -0.800 0.035 1.135

---

Entry 3:
2 unconnected molecules or ions with the total composition C4H11N2O. Source: the Open Molecules 2025 dataset; level of theory: ωB97M-V with the def2-TZVPD basis set.

Calculated values
spin multiplicity	2
energy relative to the best compared isomer or geometry (same formula, charge and spin)	565.4	kJ/mol
Kohn-Sham gap (alpha / beta)	3.953 / 8.028	eV
HOMO energy (alpha / beta)	-18.53 / -19.70	eV
expectation value of S²	1.78
total charge	+2

Geometry (Å):
O1 1.968 0.342 0.824
N1 -1.033 -1.176 2.622
N2 0.571 0.731 -1.138
C1 0.575 -0.613 -1.644
C2 1.193 1.134 0.230
C3 -0.880 -1.129 -1.764
C4 0.650 2.381 0.709
H1 1.128 2.847 1.565
H2 -1.487 -0.998 -0.786
H3 -1.478 -0.542 -2.460
H4 -1.849 -0.981 3.157
H5 1.084 -1.193 -0.816
H6 1.050 -0.721 -2.619
H7 -0.527 -1.699 3.318
H8 -0.119 2.717 0.069
H9 0.397 1.458 -1.821
H10 -0.470 -0.343 2.551
H11 -0.772 -2.213 -1.999

---

Entry 4:
C4H5FOS2 in the gas phase. Source: the Open Molecules 2025 dataset; level of theory: ωB97M-V with the def2-TZVPD basis set.

Calculated values
structure (SMILES)	CSC(=S)[C@@H](F)C=O
energy relative to the best compared isomer or geometry (same formula, charge and spin)	44.9	kJ/mol
Kohn-Sham gap	8.468	eV
HOMO energy	-9.01	eV
total charge	0

Geometry (Å):
S1 -1.892 -0.073 0.517
S2 -0.365 0.424 2.999
F1 0.840 -1.547 0.006
O1 1.176 1.915 -0.079
C1 -1.401 -0.185 -1.215
C2 0.934 -0.370 0.738
C3 -0.395 -0.037 1.449
C4 1.342 0.735 -0.229
H1 -2.333 -0.390 -1.716
H2 -0.692 -1.011 -1.324
H3 1.988 0.281 -1.019
H4 -0.934 0.732 -1.606
H5 1.732 -0.476 1.478

---

Entry 5:
3 unconnected molecules or ions with the total composition C27H62FN8O5P2. Source: the Open Molecules 2025 dataset; level of theory: ωB97M-V with the def2-TZVPD basis set.

Calculated values
spin multiplicity	2
Kohn-Sham gap (alpha / beta)	8.923 / 8.605	eV
HOMO energy (alpha / beta)	-8.30 / -8.30	eV
expectation value of S²	0.75
total charge	0

Geometry (Å):
P1 -5.639 -3.179 -2.310
P2 -2.222 3.353 0.007
F1 4.057 2.234 3.787
O1 2.730 -2.190 1.140
O2 -1.291 2.336 -0.554
O3 7.270 0.810 0.191
O4 7.900 0.093 3.158
O5 -6.332 -1.968 -1.791
N1 -3.648 2.409 0.250
N2 -4.006 -2.904 -1.957
N3 -5.844 -2.974 -4.017
N4 3.573 -1.709 0.294
N5 6.053 1.098 2.147
N6 -3.089 4.835 -0.242
N7 -5.594 -4.912 -2.397
N8 -1.580 3.693 1.542
C1 4.017 0.362 -1.101
C2 6.498 1.460 0.835
C3 -3.713 -2.616 -0.557
C4 -7.202 -2.581 -4.368
C5 -2.929 -3.671 -2.553
C6 5.845 -2.186 -0.683
C7 -0.181 4.107 1.555
C8 4.601 -0.181 3.697
C9 7.123 0.999 3.108
C10 1.858 -0.027 -0.052
C11 -6.120 -5.637 -3.556
C12 -4.872 -2.160 -4.734
C13 7.247 2.172 4.051
C14 5.635 -1.341 1.755
C15 -3.949 1.557 -0.895
C16 -3.782 1.660 1.492
C17 -6.141 -5.521 -1.164
C18 6.003 2.785 0.315
C19 3.745 0.478 1.459
C20 -2.357 5.734 -1.163
C21 4.107 1.044 4.494
C22 -4.508 4.840 -0.605
C23 5.009 0.012 2.229
C24 4.874 -3.603 1.065
C25 3.376 -0.243 0.150
C26 4.964 -2.129 0.597
C27 -2.326 4.396 2.566
H1 -2.734 -2.143 -0.460
H2 -5.690 -5.055 -0.284
H3 -4.723 4.311 -1.538
H4 -3.324 0.658 -0.915
H5 -1.311 5.816 -0.854
H6 4.712 1.173 5.392
H7 6.678 2.019 4.962
H8 0.407 3.483 0.884
H9 6.885 3.058 3.531
H10 5.275 -1.883 -1.558
H11 1.498 -0.746 -0.785
H12 -3.790 2.095 -1.833
H13 4.211 -4.177 0.423
H14 -3.999 2.315 2.334
H15 -2.301 5.487 2.437
H16 6.675 -1.185 1.492
H17 5.179 3.173 0.907
H18 -2.783 6.736 -1.134
H19 0.236 3.996 2.558
H20 5.776 2.730 -0.744
H21 3.523 -0.029 -1.989
H22 -5.110 4.415 0.189
H23 5.093 0.218 -1.168
H24 1.298 -0.098 0.873
H25 3.098 0.849 4.861
H26 6.837 3.479 0.451
H27 5.391 -0.673 4.267
H28 -5.901 -6.584 -1.127
H29 -4.687 -1.191 -4.253
H30 -7.932 -3.146 -3.783
H31 -3.921 -2.679 -4.846
H32 5.878 -4.026 1.012
H33 -3.718 -3.525 0.061
H34 -3.369 4.093 2.594
H35 8.305 2.333 4.246
H36 -4.998 1.252 -0.872
H37 4.566 -3.682 2.104
H38 -1.896 4.160 3.542
H39 -3.108 -3.882 -3.604
H40 -5.995 -6.705 -3.366
H41 -5.232 -1.975 -5.748
H42 6.760 -1.608 -0.586
H43 -5.550 -5.402 -4.448
H44 -2.890 1.066 1.732
H45 1.716 0.975 -0.458
H46 -7.179 -5.445 -3.748
H47 -0.058 5.155 1.247
H48 5.668 -2.010 2.612
H49 3.784 -0.903 3.673
H50 -2.007 -3.088 -2.494
H51 -2.376 5.372 -2.196
H52 3.835 1.435 -1.055
H53 -7.227 -5.402 -1.091
H54 -7.389 -1.516 -4.191
H55 -4.447 -1.924 -0.147
H56 -2.759 -4.629 -2.045
H57 2.893 0.332 2.119
H58 3.767 1.546 1.256
H59 6.140 -3.214 -0.884
H60 -4.819 5.881 -0.724
H61 -7.387 -2.802 -5.422
H62 -4.634 0.982 1.414

---

Entry 6:
2 unconnected molecules or ions with the total composition C9H14. Source: the Open Molecules 2025 dataset; level of theory: ωB97M-V with the def2-TZVPD basis set.

Calculated values
structure (SMILES)	Cc1ccccc1.CC
energy relative to the best compared isomer or geometry (same formula, charge and spin)	30.0	kJ/mol
Kohn-Sham gap	10.137	eV
HOMO energy	-9.10	eV
total charge	0

Geometry (Å):
C1 1.244 0.681 -0.455
C2 -1.386 2.558 0.406
C3 0.820 -1.461 0.538
C4 0.437 -2.308 1.724
C5 1.274 -1.285 -1.821
C6 0.986 -0.087 0.668
C7 -2.309 1.492 -0.204
C8 0.972 -2.059 -0.708
C9 1.368 0.092 -1.714
H1 -1.869 3.532 0.444
H2 1.194 -2.181 2.505
H3 -1.737 0.576 -0.365
H4 -3.210 1.350 0.392
H5 1.604 1.700 -0.423
H6 -2.686 1.797 -1.185
H7 0.891 0.390 1.638
H8 1.454 -1.774 -2.772
H9 -0.982 2.157 1.326
H10 0.453 -3.357 1.450
H11 0.860 -3.127 -0.824
H12 -0.498 2.614 -0.227
H13 1.653 0.736 -2.535
H14 -0.533 -2.035 2.141

---

Entry 7:
2 unconnected molecules or ions with the total composition C18H21N4O8. Source: the Open Molecules 2025 dataset; level of theory: ωB97M-V with the def2-TZVPD basis set.

Calculated values
energy relative to the best compared isomer or geometry (same formula, charge and spin)	0.0	kJ/mol
Kohn-Sham gap	2.808	eV
HOMO energy	-3.27	eV
total charge	-1

Geometry (Å):
O1 -0.446 -4.708 -1.718
O2 -1.074 -2.632 -5.488
O3 -1.456 1.528 2.085
O4 -0.900 -4.404 0.512
O5 0.048 1.677 3.744
O6 2.621 -0.535 1.373
O7 -2.709 -1.167 -5.481
O8 2.443 0.633 3.279
N1 -4.783 0.747 -0.472
N2 -1.927 -1.955 -4.885
N3 -0.970 -3.968 -0.625
N4 -0.696 -4.076 -2.929
C1 -2.309 2.193 3.034
C2 1.862 2.655 -0.516
C3 0.397 0.644 0.198
C4 3.841 -0.961 1.991
C5 -2.066 -2.003 -3.451
C6 1.537 1.175 -0.708
C7 -4.001 -0.015 -0.894
C8 -1.373 -2.944 -2.587
C9 -0.221 1.318 2.608
C10 -2.341 -1.836 -0.594
C11 -2.945 -1.086 -2.851
C12 1.946 0.288 2.215
C13 -3.090 -0.982 -1.445
C14 4.462 -1.971 1.068
C15 -1.561 -2.838 -1.194
C16 -3.694 2.169 2.446
C17 0.657 0.662 1.652
C18 2.963 3.146 -1.457
H1 -1.951 3.223 3.177
H2 -2.456 -1.853 0.493
H3 5.317 -2.445 1.552
H4 2.433 0.566 -0.521
H5 3.125 4.216 -1.308
H6 -3.529 -0.423 -3.489
H7 3.740 -2.748 0.801
H8 2.157 2.830 0.529
H9 -3.746 2.814 1.560
H10 4.816 -1.494 0.148
H11 1.226 1.014 -1.752
H12 0.943 3.234 -0.682
H13 4.499 -0.095 2.141
H14 0.184 -0.389 -0.118
H15 -3.971 1.158 2.131
H16 -2.277 1.675 4.001
H17 -0.515 1.234 0.041
H18 3.622 -1.408 2.970
H19 2.690 2.982 -2.504
H20 3.906 2.628 -1.259
H21 -4.428 2.523 3.176

---

Entry 8:
2 unconnected molecules or ions with the total composition C26H24F3N2S. Source: the Open Molecules 2025 dataset; level of theory: ωB97M-V with the def2-TZVPD basis set.

Calculated values
Kohn-Sham gap	5.658	eV
HOMO energy	-10.92	eV
total charge	+1

Geometry (Å):
S1 -1.194 -0.535 -0.172
F1 -2.521 -2.073 4.003
F2 -3.994 2.381 3.225
F3 3.461 -1.949 4.234
N1 0.390 1.688 -0.203
N2 -0.408 0.752 -2.234
C1 1.766 0.804 2.523
C2 0.178 1.782 -3.097
C3 3.894 1.590 3.441
C4 -1.279 -0.220 -2.738
C5 -2.970 -2.323 -3.368
C6 -1.616 -0.415 -4.070
C7 -2.269 -0.805 3.526
C8 -0.747 0.799 2.548
C9 3.237 -0.713 3.679
C10 1.832 3.711 -0.137
C11 -2.642 -2.079 -2.027
C12 -2.439 -1.504 -4.378
C13 -1.775 -1.034 -1.724
C14 2.087 -0.529 2.924
C15 2.746 1.833 2.718
C16 -1.007 -0.515 3.039
C17 -0.295 0.800 -0.866
C18 2.658 4.586 -1.086
C19 -3.292 0.137 3.601
C20 1.218 4.693 0.870
C21 1.259 2.517 -2.354
C22 -1.807 1.763 2.557
C23 -3.024 1.417 3.103
C24 4.142 0.313 3.967
C25 0.808 2.901 -0.957
C26 0.498 1.264 2.057
H1 4.982 0.128 4.624
H2 -3.635 -3.146 -3.620
H3 2.160 1.897 -2.311
H4 -1.640 2.758 2.135
H5 3.185 4.010 -1.859
H6 4.569 2.415 3.659
H7 3.409 5.162 -0.532
H8 -3.036 -2.671 -1.209
H9 1.979 5.307 -1.577
H10 0.577 1.309 -3.996
H11 0.515 4.265 1.584
H12 -0.255 -1.295 2.991
H13 0.705 5.496 0.322
H14 -2.673 -1.716 -5.416
H15 -0.070 3.574 -1.096
H16 1.506 3.421 -2.914
H17 0.480 2.282 1.735
H18 -4.222 -0.090 4.108
H19 2.485 2.999 0.387
H20 2.027 5.158 1.454
H21 2.526 2.829 2.331
H22 -1.232 0.273 -4.829
H23 1.486 -1.375 2.616
H24 -0.606 2.486 -3.422

---

Entry 9:
2 unconnected molecules or ions with the total composition C5H12O. Source: the Open Molecules 2025 dataset; level of theory: ωB97M-V with the def2-TZVPD basis set.

Calculated values
energy relative to the best compared isomer or geometry (same formula, charge and spin)	363.4	kJ/mol
Kohn-Sham gap (alpha / beta)	7.923 / 7.619	eV
HOMO energy (alpha / beta)	-6.97 / -6.65	eV
total charge	0

Geometry (Å):
O1 1.148 0.001 0.670
C1 -0.904 0.541 1.712
C2 2.066 -0.463 -0.165
C3 -0.706 -1.456 0.078
C4 -0.097 1.218 -1.582
C5 -0.098 -0.294 0.779
H1 -1.282 -0.058 2.552
H2 3.025 0.016 -0.056
H3 -1.780 0.966 1.198
H4 -0.305 1.366 2.105
H5 -0.105 2.104 -0.941
H6 -0.612 -2.362 0.702
H7 1.909 -1.398 -0.685
H8 0.698 0.560 -1.262
H9 -1.056 0.702 -1.509
H10 0.124 1.488 -2.614
H11 -0.247 -1.662 -0.901
H12 -1.778 -1.270 -0.082

---

Entry 10:
2 unconnected molecules or ions with the total composition C3H11NS. Source: the Open Molecules 2025 dataset; level of theory: ωB97M-V with the def2-TZVPD basis set.

Calculated values
structure (SMILES)	CSC.CN
energy relative to the best compared isomer or geometry (same formula, charge and spin)	51.6	kJ/mol
Kohn-Sham gap	9.257	eV
HOMO energy	-8.28	eV
total charge	0

Geometry (Å):
S1 -1.491 0.276 -1.346
N1 2.331 0.748 1.445
C1 0.008 -0.744 -1.254
C2 3.052 0.424 2.692
C3 -2.713 -0.894 -0.717
H1 3.477 1.298 3.197
H2 3.852 -0.279 2.498
H3 0.338 -0.809 -0.220
H4 2.374 -0.071 3.380
H5 2.938 0.551 0.656
H6 -0.171 -1.721 -1.682
H7 2.217 1.756 1.390
H8 -3.701 -0.512 -0.974
H9 -2.617 -1.850 -1.219
H10 -2.628 -1.006 0.358
H11 0.767 -0.166 -1.775

---

Entry 11:
A molecular structure, C8H8GaNO6. Source: the Open Molecules 2025 dataset; level of theory: ωB97M-V with the def2-TZVPD basis set.

Calculated values
energy relative to the best compared isomer or geometry (same formula, charge and spin)	0.0	kJ/mol
Kohn-Sham gap	8.406	eV
HOMO energy	-17.29	eV
total charge	+2

Geometry (Å):
Ga1 0.076 -0.140 -0.304
O1 -2.744 -1.344 0.717
O2 2.506 -1.428 -4.754
O3 2.967 0.907 -1.329
O4 -1.722 2.526 -2.128
O5 0.248 1.697 2.590
O6 1.002 -1.506 1.139
N1 1.106 -2.643 3.073
C1 2.019 -1.084 -3.771
C2 0.074 1.282 1.537
C3 -1.163 1.777 -1.476
C4 -1.793 -0.890 0.237
C5 2.354 -3.236 2.588
C6 1.891 0.575 -1.074
C7 0.485 -1.784 2.275
C8 0.566 -3.033 4.364
H1 2.681 -3.915 3.366
H2 0.474 -2.167 5.023
H3 -0.424 -3.478 4.242
H4 1.263 -3.761 4.783
H5 -0.143 -1.031 -1.566
H6 2.192 -3.777 1.650
H7 -0.460 -1.318 2.585
H8 3.114 -2.468 2.407

---

Entry 12:
2 unconnected molecules or ions with the total composition C10H16. Source: the Open Molecules 2025 dataset; level of theory: ωB97M-V with the def2-TZVPD basis set.

Calculated values
structure (SMILES)	CCc1ccccc1.CC
energy relative to the best compared isomer or geometry (same formula, charge and spin)	69.1	kJ/mol
Kohn-Sham gap	9.967	eV
HOMO energy	-8.97	eV
total charge	0

Geometry (Å):
C1 0.051 -0.760 -1.253
C2 -0.144 -1.072 1.104
C3 0.291 3.086 0.007
C4 -0.671 -0.554 -0.064
C5 1.128 -1.608 1.170
C6 1.340 -1.254 -1.192
C7 1.917 -1.641 0.010
C8 -1.981 0.159 -0.003
C9 1.762 2.856 -0.287
C10 -3.153 -0.793 0.457
H1 -3.177 -0.800 1.544
H2 -2.368 0.660 -0.889
H3 -4.070 -0.335 0.102
H4 1.866 -1.275 -2.141
H5 -0.220 2.120 0.085
H6 -0.715 -0.988 2.023
H7 2.930 -2.016 -0.005
H8 2.420 3.254 0.495
H9 -0.468 -0.591 -2.189
H10 -1.856 0.970 0.720
H11 2.061 1.843 -0.527
H12 2.044 3.559 -1.081
H13 -0.214 3.556 -0.837
H14 -2.954 -1.792 0.087
H15 0.012 3.599 0.925
H16 1.568 -1.946 2.098

---

Going through the records in order, we get energy values of -351203.2723, -26886.1526, -9329.0712, -30663.1892, -72455.2109, -9559.8702, -41340.1364, -49312.0292, -7423.5453, -15614.2163, -74556.6945, -10629.0277 eV.